Entry 1:
# C23H22ClIrN4O2

A structure of composition C23H22ClIrN4O2 (ωB97M-V/def2-TZVPD, OMol25).

## Properties
multiplicity	5
charge	+2
strongest force on any atom	0.0110	hartree/bohr
<S²>	6.050
HOMO-LUMO gap (spin up / spin down)	5.909 / 5.876	eV

```
53
Properties=species:S:1:pos:R:3:mulliken_charge:R:1
Ir 0.67115 -0.50131 -1.53013 1.716
Cl 6.41539 3.85492 -0.61083 -0.091
C 5.32528 2.58640 -0.80978 0.384
C 5.77907 1.28017 -0.92364 -0.682
C 4.85115 0.28496 -1.09564 -0.257
C 3.44744 0.54406 -1.16055 0.504
O 2.69623 -0.46973 -1.34708 -0.707
C 2.97459 1.91151 -1.01363 0.454
C 1.61263 2.33808 -1.00207 -0.266
N 0.52039 1.51127 -1.22340 -0.166
C -0.70494 1.97285 -1.17770 1.127
C -1.10479 3.34372 -0.93234 -1.034
C -2.43423 3.66328 -0.87448 -0.945
C -3.43526 2.70408 -1.07582 -0.890
C -3.09721 1.34547 -1.39602 1.207
C -4.04399 0.36386 -1.69174 -0.659
C -3.61327 -0.89771 -2.05152 -0.738
C -2.25744 -1.17533 -2.07361 -0.251
N -1.33859 -0.26293 -1.73797 -0.159
C -1.74910 0.98446 -1.43783 0.304
C 3.93020 2.88896 -0.85325 -1.102
H 6.83734 1.06467 -0.88051 0.453
H 5.16003 -0.74777 -1.19256 0.491
H 1.43747 3.38050 -0.78974 0.190
H -0.36989 4.12060 -0.80281 0.358
H -2.72222 4.68771 -0.67802 0.439
H -4.47782 2.98417 -1.00558 0.459
H -5.10038 0.60186 -1.65837 0.497
H -4.31643 -1.67292 -2.32311 0.461
H -1.88558 -2.14201 -2.38048 0.515
H 3.62635 3.92447 -0.75855 0.483
O 0.58488 -0.53030 0.80251 -0.600
C 0.54006 -1.37204 1.70574 0.370
C 0.58297 -0.95396 3.13966 -1.028
C -0.90432 -0.80426 3.55980 -0.386
C -1.86932 -1.94063 3.16921 -1.057
C -2.13902 -2.10619 1.65834 -0.005
C -1.08773 -2.96573 0.94303 -0.653
N 0.25379 -2.69253 1.49485 -0.199
H 1.09852 -0.00355 3.25173 0.294
H 1.08428 -1.70882 3.74881 0.423
H -1.28023 0.12954 3.13302 0.254
H -0.92617 -0.68860 4.64269 0.430
H -2.81757 -1.72036 3.65899 0.392
H -1.53337 -2.89233 3.59601 0.319
H -2.16839 -1.11100 1.19711 -0.029
H -3.12361 -2.55137 1.50598 0.540
H -1.08894 -2.78547 -0.12659 -0.170
H -1.27711 -4.02562 1.10225 0.522
H 0.39537 -3.22816 2.33991 0.455
N 1.01655 -3.55783 -2.01460 -0.193
C 0.84614 -2.43180 -1.83597 -0.040
H 1.17959 -4.53126 -2.18370 0.271
```

***

Entry 2:
# C23H22ClN2OPPdS4

A structure of composition C23H22ClN2OPPdS4 (ωB97M-V/def2-TZVPD, OMol25).

## Properties
multiplicity	5
charge	+2
strongest force on any atom	0.0065	hartree/bohr
relative energy (zero: lowest compared OMol25 entry of this formula, charge and spin)	28.88	kJ/mol
<S²>	6.031
HOMO-LUMO gap (spin up / spin down)	8.216 / 6.086	eV

```
55
Properties=species:S:1:pos:R:3:mulliken_charge:R:1
Pd 0.26400 0.24417 0.29546 0.347
O -5.40447 4.30998 -0.15427 -0.412
C -4.45794 3.62130 -0.00526 0.572
S -4.42315 1.87947 -0.47413 -0.019
C -2.78525 1.60896 -0.01715 0.186
C -2.06473 2.69421 0.51472 0.150
S -0.42917 2.62774 0.93399 -0.209
S -2.89838 4.19849 0.67065 -0.038
S -2.12193 0.06679 -0.25017 -0.223
N 0.47470 -0.00900 2.49526 -0.392
C 0.49105 -1.43172 2.90087 -0.636
C -0.54799 -2.19245 2.09822 -0.479
N -0.23793 -2.07248 0.66052 -0.430
H 1.30541 0.47484 2.82467 0.225
H -0.32415 0.47802 2.89529 0.319
H 0.30336 -1.53580 3.97038 0.412
H 1.48853 -1.82669 2.70049 0.319
H -1.53651 -1.75921 2.26360 0.301
H -0.58390 -3.23278 2.42603 0.416
H -1.03505 -2.37609 0.10871 0.258
H 0.53103 -2.68547 0.40294 0.240
Cl 2.74830 -1.14614 0.13879 -0.132
C 3.83617 -0.19374 -0.85115 0.844
C 5.13765 -0.63615 -0.98154 -0.685
C 6.01615 0.09864 -1.76403 -0.469
C 5.58878 1.25818 -2.39795 -0.865
C 4.28346 1.69127 -2.24940 -0.511
C 3.37366 0.95957 -1.47895 -0.113
P 1.68689 1.57465 -1.29820 1.013
C 1.78773 3.35165 -1.41702 0.529
C 1.34437 4.05109 -2.53938 -0.161
C 1.50685 5.42624 -2.59022 -0.824
C 2.10546 6.10008 -1.53301 -0.556
C 2.56041 5.40002 -0.42189 -0.795
C 2.40225 4.02693 -0.35970 -0.382
C 0.61539 0.86035 -2.52866 1.000
C 0.94293 -0.36804 -3.12215 -0.694
C 0.06735 -0.94254 -4.02579 -0.766
C -1.12721 -0.30452 -4.34186 -0.613
C -1.45935 0.91179 -3.74953 -0.916
C -0.60621 1.48783 -2.83080 -0.556
H 5.46080 -1.53587 -0.47723 0.487
H 7.03940 -0.23466 -1.86895 0.429
H 6.27593 1.83121 -3.00436 0.442
H 3.96548 2.60531 -2.73303 0.499
H 0.90190 3.53347 -3.37989 0.555
H 1.17724 5.97057 -3.46449 0.479
H 2.22821 7.17346 -1.57863 0.440
H 3.03738 5.92546 0.39374 0.457
H 2.76399 3.48147 0.50495 0.411
H 1.88885 -0.84694 -2.90183 0.413
H 0.32222 -1.87975 -4.50119 0.485
H -1.80186 -0.75512 -5.05721 0.454
H -2.38791 1.40469 -4.00440 0.491
H -0.87208 2.42345 -2.35175 0.700
```

***

Entry 3:
# C23H22F2I2O9

A cluster of 3 separate species, C23H22F2I2O9 in total in a non-equilibrium geometry (ωB97M-V/def2-TZVPD, OMol25).

## Properties
charge	0
strongest force on any atom	0.0885	hartree/bohr
relative energy (zero: lowest compared OMol25 entry of this formula, charge and spin)	711.08	kJ/mol
HOMO-LUMO gap	7.695	eV

```
58
Properties=species:S:1:pos:R:3:mulliken_charge:R:1
C -0.06791 4.37536 0.12419 -1.084
C -0.80687 4.89712 -1.23484 -0.570
C -0.72526 3.80615 -2.40409 -0.058
C -2.04772 2.92476 -2.62803 -0.242
O -3.22241 3.37395 -1.90500 -0.435
C -3.59188 2.41119 -0.92656 0.285
C -3.47236 2.70231 0.46961 -0.398
C -3.86725 1.55161 1.52884 0.012
O -4.43541 1.77773 2.62200 -0.533
C -3.50667 0.05491 1.04363 0.415
C -3.00458 -1.06297 1.97743 -0.412
C -2.65740 -2.44769 1.33122 0.402
C -2.09343 -3.55224 2.35636 -0.687
I -3.38272 -4.68497 3.70111 0.054
C -0.66861 -3.72068 2.34389 -0.024
C 0.11652 -4.73962 3.30749 -0.619
I 0.61866 -2.53866 1.00319 0.079
C -2.81599 -2.76229 -0.16866 -0.226
C -3.32714 -1.62784 -1.12922 -0.602
C -3.64914 -0.26387 -0.49230 0.541
C -4.13188 0.96640 -1.41515 0.363
O -4.85044 0.79856 -2.42834 -0.548
H 1.02034 4.76664 0.13646 0.329
H 0.01807 3.23520 0.16495 0.268
H -0.55729 4.83152 1.05872 0.286
H -0.15918 5.79166 -1.58216 0.315
H -1.84254 5.32543 -1.03577 0.353
H -0.41860 4.27498 -3.41153 0.254
H 0.13001 3.06219 -2.12587 -0.078
H -1.77110 1.82492 -2.45312 0.131
H -2.30841 3.00046 -3.75309 0.343
H -3.09353 3.73208 0.77937 0.360
H -2.87789 -0.82822 3.08209 0.374
H 0.40998 -5.65581 2.69231 0.262
H 1.04545 -4.17218 3.69325 0.048
H -0.49299 -4.99300 4.24619 0.320
H -2.55481 -3.75036 -0.66613 0.364
H -3.46290 -1.75261 -2.24939 0.354
O 2.86508 -5.89819 3.18093 -0.474
C 3.77472 -5.30018 3.67495 0.606
O 4.53545 -5.77550 4.70149 -0.309
C 5.58024 -4.83433 4.90360 -0.442
C 4.99698 -3.58130 4.33188 0.308
F 5.96153 -2.79502 3.79755 -0.279
O 4.17359 -4.05645 3.28659 -0.233
H 6.47524 -5.16476 4.36897 0.278
H 5.82084 -4.73633 5.96317 0.273
H 4.39598 -3.00148 5.03849 0.284
O 1.04866 1.26380 -2.86936 -0.568
C 1.62501 1.80194 -3.77811 0.679
O 1.34483 1.58708 -5.09410 -0.296
C 2.14330 2.49994 -5.83425 -0.439
C 3.26142 2.78969 -4.88420 0.306
F 3.72165 4.05309 -5.04476 -0.291
O 2.64159 2.69399 -3.61783 -0.251
H 1.55226 3.38861 -6.07305 0.285
H 2.49286 2.05078 -6.76493 0.269
H 4.09406 2.08248 -4.94008 0.298
```

***

Entry 4:
# C23H22FN4O3PdS2

A structure of composition C23H22FN4O3PdS2 (ωB97M-V/def2-TZVPD, OMol25).

## Properties
multiplicity	3
charge	+1
strongest force on any atom	0.0164	hartree/bohr
relative energy (zero: lowest compared OMol25 entry of this formula, charge and spin)	0.00	kJ/mol
<S²>	2.008
HOMO-LUMO gap (spin up / spin down)	6.175 / 6.240	eV

```
56
Properties=species:S:1:pos:R:3:mulliken_charge:R:1
Pd 4.22203 2.44580 -0.33478 0.318
C -2.93233 0.30268 -1.76846 -0.975
C -2.21141 0.64029 -0.46725 -1.060
N -0.76133 0.46622 -0.57403 0.188
C -0.02687 1.49472 -1.06851 -0.352
C 1.32776 1.53055 -1.13687 -0.332
C 1.93181 2.72789 -1.90874 0.686
O 1.13828 3.58086 -2.27101 -0.680
O 3.17497 2.64242 -2.20521 -0.885
C 2.07586 0.44565 -0.56884 1.703
O 3.30225 0.42709 -0.33705 -0.895
C 1.27781 -0.74635 -0.26867 0.558
C 1.92810 -1.94748 0.00825 -0.917
C 1.21585 -3.09166 0.23187 0.600
F 1.91043 -4.23680 0.42896 -0.341
C -0.18892 -3.10359 0.23318 -0.924
C -0.83038 -1.89576 -0.00437 0.001
C -0.12532 -0.71873 -0.27945 -0.420
N -0.96767 -4.25763 0.48618 0.113
C -0.35406 -5.48880 0.98200 -0.762
C -1.47413 -6.46292 1.37456 -0.750
N -2.66938 -5.65115 1.76022 -0.122
C -3.26930 -4.99736 0.54979 -0.721
C -2.11464 -4.54910 -0.35860 -0.630
H -4.00774 0.43784 -1.65522 0.383
H -2.73347 -0.72584 -2.07407 0.279
H -2.59023 0.96169 -2.56629 0.344
H -2.57368 0.03641 0.36350 0.482
H -2.39248 1.68145 -0.20655 0.462
H -0.56801 2.35712 -1.44221 0.640
H 3.01001 -1.96742 0.01835 0.529
H -1.91072 -1.86504 0.02549 0.504
H 0.25078 -5.25145 1.85499 0.528
H 0.29441 -5.98067 0.25201 0.423
H -1.16802 -7.09003 2.20820 0.390
H -1.77150 -7.10709 0.54989 0.349
H -2.34690 -4.91350 2.38961 0.377
H -3.36412 -6.21091 2.25159 0.341
H -3.86842 -4.15407 0.88654 0.431
H -3.91301 -5.71611 0.04595 0.367
H -2.41347 -3.67598 -0.92800 0.431
H -1.87367 -5.33557 -1.08443 0.292
S 5.89868 3.90510 0.35251 -0.352
C 4.49703 4.90663 0.39434 1.089
N 3.32640 4.37264 0.66141 -0.609
C 2.30943 5.30310 0.56258 -0.373
C 0.95837 5.08159 0.82050 -0.190
C 0.08146 6.14113 0.73564 -0.709
C 0.52452 7.42365 0.40331 -0.467
C 1.86199 7.66684 0.15975 -0.530
C 2.74512 6.59836 0.24029 0.813
S 4.47229 6.60133 0.02066 -0.194
H 0.62428 4.08527 1.07657 0.439
H -0.97233 5.98445 0.92793 0.359
H -0.18803 8.23490 0.33752 0.382
H 2.22161 8.65737 -0.08553 0.386
```

***

Entry 5:
# C23H22N4O3S

The molecule C23H22N4O3S in a non-equilibrium geometry (ωB97M-V/def2-TZVPD, OMol25).

## Properties
charge	0
strongest force on any atom	0.0212	hartree/bohr
relative energy (zero: lowest compared OMol25 entry of this formula, charge and spin)	61.67	kJ/mol
HOMO-LUMO gap	9.458	eV

```
53
Properties=species:S:1:pos:R:3:mulliken_charge:R:1
C -0.43607 -2.07947 -2.31049 -0.951
C -1.05372 -1.85575 -0.98073 0.423
N -2.31782 -1.52322 -0.86435 -1.241
N -2.56938 -1.37293 0.44228 0.982
C -3.89411 -0.97407 0.85428 -1.030
C -4.27847 0.30961 0.15982 0.298
C -5.23436 0.31419 -0.84491 -0.470
C -5.55799 1.49217 -1.49535 -0.584
C -4.92153 2.67216 -1.15168 -0.380
C -3.96109 2.67087 -0.15427 -0.720
C -3.64057 1.49548 0.50052 -0.006
C -1.48492 -1.58989 1.19870 0.060
C -1.48394 -1.54352 2.67963 -2.108
C -0.45377 -1.91829 0.30935 1.701
C 0.91684 -2.20623 0.65897 0.084
O 1.43967 -1.97485 1.73193 -0.711
O 1.61425 -2.73980 -0.37778 -0.378
C 2.97870 -3.02763 -0.14972 -0.510
C 3.92706 -1.84072 -0.35683 0.682
O 5.12565 -1.98791 -0.30815 -0.654
N 3.28100 -0.66892 -0.56917 0.218
C 3.79805 0.61612 -0.67365 0.358
C 5.14967 0.88346 -0.86864 -0.576
C 5.58703 2.19056 -0.97839 -0.621
C 4.69410 3.24751 -0.90238 -0.549
C 3.34921 2.99426 -0.69808 -0.422
C 2.90567 1.69007 -0.57349 0.062
S 1.16762 1.37779 -0.25884 -0.110
C 1.28366 1.24903 1.59049 -0.114
C 0.00637 1.54739 2.15555 0.141
N -1.02701 1.77332 2.59148 -0.617
H 0.34737 -1.34506 -2.49297 0.155
H 0.01010 -3.07011 -2.36288 0.245
H -1.20149 -1.97873 -3.07446 0.431
H -3.89158 -0.84062 1.93734 0.326
H -4.59735 -1.76896 0.58603 0.429
H -5.72551 -0.60717 -1.12158 0.339
H -6.30539 1.48734 -2.27510 0.368
H -5.17188 3.59073 -1.66178 0.385
H -3.45831 3.58708 0.11716 0.425
H -2.88859 1.50244 1.27618 0.524
H -2.20039 -2.25711 3.08672 0.450
H -1.74322 -0.54720 3.03667 0.423
H -0.49096 -1.79352 3.04212 0.333
H 3.12642 -3.37974 0.87924 0.301
H 3.25470 -3.82332 -0.84451 0.401
H 2.26430 -0.69114 -0.59270 -0.337
H 5.84098 0.05929 -0.92680 0.513
H 6.63790 2.38399 -1.13026 0.394
H 5.04073 4.26482 -0.99704 0.392
H 2.63636 3.80209 -0.62934 0.452
H 2.02865 1.97197 1.92496 0.614
H 1.57737 0.23212 1.86689 0.180
```

***

Entry 6:
# C23H23BBeN9O4

A structure of composition C23H23BBeN9O4 (ωB97M-V/def2-TZVPD, OMol25).

## Properties
multiplicity	2
charge	0
strongest force on any atom	0.0155	hartree/bohr
relative energy (zero: lowest compared OMol25 entry of this formula, charge and spin)	4.50	kJ/mol
<S²>	0.757
HOMO-LUMO gap (spin up / spin down)	7.926 / 5.842	eV

```
61
Properties=species:S:1:pos:R:3:mulliken_charge:R:1
Be 1.05413 -0.32493 -1.26367 -0.470
C 0.43143 -0.03212 4.46467 -1.092
C -0.39473 0.52516 3.34869 0.856
C -1.08784 1.75060 3.30980 -1.343
C -1.67489 1.77101 2.06936 -0.284
N -1.34364 0.62699 1.43076 1.536
N -0.54993 -0.14047 2.21078 -1.298
B -1.72252 0.26184 -0.01867 0.163
N -1.05799 1.24673 -1.00123 0.726
C -1.53747 2.43775 -1.36539 0.039
C -0.53611 3.14356 -1.99737 -1.672
C 0.56458 2.29003 -2.00307 0.997
C 1.91915 2.54138 -2.57670 -1.331
N 0.23781 1.14235 -1.39517 -0.067
N -1.26034 -1.17381 -0.30829 0.890
C -1.93786 -2.28407 -0.01202 -0.068
C -1.13474 -3.37395 -0.27413 -1.583
C 0.05988 -2.83987 -0.75164 0.998
C 1.28967 -3.56325 -1.18956 -1.340
N -0.02943 -1.50479 -0.76916 -0.193
N -3.23212 0.35480 -0.17450 0.913
C -4.18185 0.21943 0.78604 -0.335
C -5.39083 0.07712 0.15653 -1.132
C -5.08424 0.12891 -1.22265 0.737
C -6.02011 0.02823 -2.38410 -1.322
N -3.78601 0.28658 -1.40866 -1.356
H 0.28176 0.54633 5.37474 0.374
H 1.49847 -0.00388 4.22990 0.084
H 0.16600 -1.06928 4.66623 0.294
H -1.15361 2.49719 4.08306 0.452
H -2.32509 2.49704 1.60647 0.530
H -2.56313 2.69570 -1.16359 0.506
H -0.59656 4.12729 -2.42845 0.478
H 1.86964 3.36256 -3.28909 0.415
H 2.29636 1.66348 -3.09565 0.303
H 2.62635 2.82310 -1.79354 0.192
H -2.94698 -2.22569 0.36183 0.504
H -1.38126 -4.41456 -0.15824 0.469
H 1.04639 -4.59849 -1.42075 0.431
H 2.03970 -3.56787 -0.39531 0.183
H 1.71949 -3.10383 -2.07700 0.303
H -3.92576 0.24367 1.83288 0.490
H -6.35917 -0.04140 0.61246 0.423
H -7.04766 -0.08148 -2.04085 0.356
H -5.77150 -0.83124 -3.00675 0.280
H -5.95944 0.91860 -3.00989 0.298
O 6.44497 -0.02658 2.87220 -0.409
C 6.29708 -0.24126 1.61873 0.785
O 7.37969 -0.41279 1.07574 -0.459
C 4.95937 -0.25405 0.97866 0.528
C 3.83570 -0.00242 1.75897 -0.815
C 2.59248 -0.00684 1.15013 0.076
N 2.47903 -0.24437 -0.15614 0.581
C 3.55927 -0.49611 -0.89817 0.410
C 4.83818 -0.51142 -0.37503 -0.933
C 3.20907 -0.77135 -2.35924 0.146
O 4.08166 -1.00406 -3.16345 -0.702
O 1.93323 -0.69556 -2.54947 -0.616
H 3.92547 0.19197 2.81868 0.491
H 1.67229 0.16145 1.69405 -0.030
H 5.68454 -0.71907 -1.01475 0.616
```